Computed, not measured: C41H37BrN2O6Sn as an isolated structure in a non-equilibrium geometry, with ωB97M-V/def2-TZVPD.

Output
energy = -4933.577702 a.u.
LUMO energy (spin up / spin down) = -0.1148 / -0.1831 Ha
multiplicity = 2
⟨S²⟩ = 0.7560
max |F| = 1.0 eV Å⁻¹
HOMO-LUMO gap (spin up / spin down) = 7.583 / 5.845 eV
net charge = +1
ΔE to the lowest compared entry with this formula, charge and spin = 20.4 kJ/mol

Element x y z (Å)
Sn: 0.176 0.219 0.224
C: -2.762 -4.551 3.724
C: -1.951 -4.411 2.453
C: -1.749 -5.741 1.755
O: -0.678 -3.841 2.729
C: -0.751 -2.452 2.438
C: -1.761 -2.406 1.281
O: -2.610 -3.493 1.581
C: -2.597 -1.118 1.019
O: -1.707 -0.114 0.604
C: -3.574 -1.444 -0.137
C: -3.432 -0.754 -1.340
C: -4.276 -0.994 -2.420
C: -5.286 -1.933 -2.315
C: -5.432 -2.639 -1.129
C: -4.585 -2.406 -0.056
C: -3.309 -0.591 2.279
C: -2.537 0.057 3.249
C: -3.102 0.515 4.428
C: -4.462 0.356 4.657
C: -5.248 -0.228 3.679
C: -4.680 -0.683 2.493
C: 0.668 -1.879 2.204
O: 0.529 -0.466 2.069
C: 1.433 -2.491 1.019
C: 1.058 -3.651 0.342
C: 1.806 -4.123 -0.726
C: 2.954 -3.459 -1.131
C: 3.365 -2.330 -0.440
C: 2.611 -1.850 0.623
C: 1.481 -2.155 3.482
C: 2.096 -3.386 3.691
C: 2.795 -3.623 4.865
C: 2.897 -2.635 5.834
C: 2.301 -1.402 5.621
C: 1.589 -1.164 4.451
H: -2.311 -5.309 4.365
H: -3.783 -4.844 3.479
H: -2.786 -3.600 4.259
H: -1.051 -6.349 2.331
H: -1.349 -5.587 0.753
H: -2.699 -6.266 1.668
H: -1.150 -1.919 3.304
H: -1.229 -2.571 0.332
H: -2.654 -0.010 -1.431
H: -4.134 -0.445 -3.343
H: -5.950 -2.120 -3.149
H: -6.205 -3.391 -1.039
H: -4.700 -2.999 0.835
H: -1.483 0.212 3.064
H: -2.479 0.999 5.169
H: -4.908 0.710 5.578
H: -6.316 -0.326 3.828
H: -5.331 -1.083 1.732
H: 0.199 -4.209 0.672
H: 1.492 -5.022 -1.241
H: 3.539 -3.833 -1.961
H: 4.284 -1.833 -0.720
H: 2.958 -1.001 1.204
H: 2.027 -4.163 2.941
H: 3.264 -4.587 5.022
H: 3.438 -2.826 6.751
H: 2.387 -0.619 6.364
H: 1.123 -0.203 4.279
O: 5.696 0.731 -3.903
C: 4.683 0.775 -3.030
C: 4.852 0.904 -1.652
C: 3.733 0.892 -0.852
N: 2.486 0.791 -1.331
C: 2.354 0.716 -2.643
Br: 0.570 0.675 -3.304
C: 3.393 0.687 -3.546
H: 6.550 0.780 -3.456
H: 5.837 1.011 -1.215
H: 3.823 0.967 0.225
H: 3.229 0.614 -4.611
O: -0.155 2.302 0.269
N: -1.197 2.772 -0.446
C: -0.944 3.473 -1.562
C: -1.985 3.961 -2.317
C: -3.293 3.725 -1.912
C: -3.520 3.005 -0.749
C: -2.451 2.531 -0.022
H: 0.100 3.608 -1.798
H: -1.763 4.514 -3.217
H: -4.123 4.096 -2.497
H: -4.521 2.798 -0.398
H: -2.532 1.944 0.881

---

Computed, not measured: C15H18IrN11O4S2 as an isolated structure in a non-equilibrium geometry, with ωB97M-V/def2-TZVPD.

Output
energy = -2385.730797 a.u.
LUMO energy (spin up / spin down) = -0.2835 / -0.2827 Ha
max |F| = 2.7 eV Å⁻¹
HOMO-LUMO gap (spin up / spin down) = 4.922 / 4.941 eV
net charge = +2
ΔE to the lowest compared entry with this formula, charge and spin = 79.1 kJ/mol

Element x y z (Å)
Ir: -1.522 -0.351 0.198
N: 6.647 -2.495 -0.323
C: 5.479 -1.866 -0.080
C: 4.977 -1.778 1.233
C: 3.803 -1.117 1.488
C: 3.096 -0.528 0.431
C: 3.575 -0.619 -0.882
C: 4.748 -1.283 -1.134
S: 1.673 0.350 0.769
O: 1.457 1.318 -0.286
O: 1.618 0.770 2.129
N: 0.375 -0.727 0.529
C: 0.205 -1.925 1.203
N: 1.090 -2.627 1.872
C: 0.624 -3.778 2.357
C: -0.692 -4.215 2.190
C: -1.556 -3.391 1.504
N: -1.090 -2.240 1.007
H: 7.188 -2.894 0.425
H: 7.031 -2.540 -1.253
H: 5.534 -2.225 2.045
H: 3.432 -1.033 2.498
H: 3.030 -0.157 -1.692
H: 5.126 -1.350 -2.145
H: 1.336 -4.378 2.911
H: -1.026 -5.160 2.589
H: -2.598 -3.629 1.346
N: -3.684 -0.618 -0.651
N: -4.614 0.353 -0.246
C: -4.161 1.406 0.462
N: -4.981 2.385 0.791
N: -2.860 1.304 0.761
N: -2.172 2.406 1.292
O: -0.982 2.259 1.259
O: -2.771 3.358 1.726
H: -3.509 -0.535 -1.657
H: -4.042 -1.544 -0.430
H: -5.586 0.266 -0.512
H: -5.947 2.380 0.506
H: -4.624 3.148 1.356
S: -1.126 -0.102 -2.044
C: -1.354 1.653 -2.213
N: -0.330 2.453 -1.849
C: -0.358 3.776 -2.034
C: -1.471 4.333 -2.623
C: -2.518 3.468 -2.922
N: -2.469 2.148 -2.713
H: 0.458 2.005 -1.321
H: 0.507 4.332 -1.703
H: -1.529 5.391 -2.820
H: -3.441 3.844 -3.342

---

Computed, not measured: C10H12N2O7S3V as an isolated structure, with ωB97M-V/def2-TZVPD.

Output
energy = -3163.298689 a.u.
LUMO energy (spin up / spin down) = 0.0942 / 0.0973 Ha
multiplicity = 3
⟨S²⟩ = 2.0391
max |F| = 1.0 eV Å⁻¹
HOMO-LUMO gap (spin up / spin down) = 7.053 / 7.109 eV
net charge = -1
ΔE to the lowest compared entry with this formula, charge and spin = 0.0 kJ/mol

Element x y z (Å)
V: 0.130 0.045 -0.775
O: 4.284 0.595 3.313
C: 3.165 0.174 3.893
O: 3.102 -0.073 5.074
C: 2.009 -0.046 2.995
C: 0.798 -0.599 3.384
N: 0.016 -0.648 2.293
N: 0.650 -0.155 1.229
C: 1.853 0.201 1.624
C: 2.689 0.843 0.553
O: 3.879 1.076 0.793
O: 2.032 1.080 -0.507
H: 4.158 0.754 2.330
H: 0.472 -0.942 4.350
H: -0.906 -1.027 2.131
C: -4.394 -1.145 -0.792
C: -3.079 -0.415 -0.668
S: -1.636 -1.436 -0.626
C: -2.979 0.922 -0.601
C: -4.177 1.832 -0.650
S: -1.436 1.750 -0.448
H: -4.238 -2.223 -0.792
H: -4.911 -0.896 -1.723
H: -5.077 -0.915 0.031
H: -5.116 1.282 -0.613
H: -4.173 2.431 -1.564
H: -4.164 2.537 0.184
C: 2.946 -0.270 -3.256
S: 1.394 -1.007 -2.908
O: 1.108 -1.942 -3.951
O: 1.452 -1.539 -1.518
O: 0.430 0.148 -2.779
H: 3.649 -1.076 -3.459
H: 3.250 0.334 -2.405
H: 2.819 0.351 -4.140

---

Computed, not measured: one molecule with the formula C23H29N3O5, with ωB97M-V/def2-TZVPD.

Output
energy = -1434.324941 a.u.
LUMO energy = 0.0165 Ha
max |F| = 0.7 eV Å⁻¹
HOMO-LUMO gap = 9.327 eV
structure (SMILES) = CCOC[C@@H](O)CNC(=O)c1ccc(OC2CCN(C(=O)c3cccnc3)CC2)cc1
ΔE to the lowest compared entry with this formula, charge and spin = 94.0 kJ/mol

Element x y z (Å)
C: -4.766 -1.866 -1.789
C: -5.356 -2.099 -0.403
O: -5.602 -0.916 0.324
C: -6.687 -0.139 -0.151
C: -7.016 0.899 0.935
O: -7.046 0.287 2.200
C: -6.018 2.078 0.898
N: -4.646 1.651 0.791
C: -3.988 1.694 -0.394
O: -4.452 2.240 -1.380
C: -2.647 1.045 -0.411
C: -1.898 0.768 0.725
C: -0.664 0.147 0.631
C: -0.157 -0.222 -0.612
O: 1.021 -0.860 -0.831
C: 1.857 -1.220 0.257
C: 2.825 -2.281 -0.287
C: 4.143 -2.257 0.471
N: 4.809 -0.979 0.283
C: 6.149 -0.934 0.456
O: 6.791 -1.915 0.787
C: 6.822 0.376 0.202
C: 7.644 0.933 1.177
C: 8.319 2.107 0.895
C: 8.157 2.673 -0.362
N: 7.405 2.135 -1.306
C: 6.760 1.016 -1.035
C: 3.954 0.163 0.036
C: 2.640 -0.008 0.793
C: -0.899 0.074 -1.759
C: -2.117 0.704 -1.657
H: -3.862 -1.266 -1.713
H: -4.519 -2.823 -2.241
H: -5.474 -1.350 -2.433
H: -4.644 -2.656 0.214
H: -6.286 -2.682 -0.483
H: -7.557 -0.790 -0.319
H: -6.436 0.372 -1.087
H: -8.020 1.302 0.763
H: -6.351 -0.387 2.197
H: -6.222 2.703 0.026
H: -6.148 2.667 1.811
H: -4.320 1.018 1.503
H: -2.248 1.061 1.704
H: -0.108 -0.038 1.537
H: 1.247 -1.653 1.062
H: 2.376 -3.271 -0.217
H: 3.001 -2.067 -1.342
H: 4.818 -3.037 0.110
H: 3.970 -2.440 1.539
H: 7.743 0.443 2.135
H: 8.960 2.570 1.629
H: 8.657 3.593 -0.633
H: 6.176 0.604 -1.847
H: 3.738 0.261 -1.035
H: 4.461 1.072 0.366
H: 2.849 -0.141 1.855
H: 2.039 0.895 0.672
H: -0.490 -0.203 -2.718
H: -2.689 0.948 -2.539

---

Computed, not measured: a 2-piece molecular cluster, C4H6BrClO overall in a non-equilibrium geometry, with ωB97M-V/def2-TZVPD.

Output
energy = -3265.309787 a.u.
LUMO energy (spin up / spin down) = -0.0611 / -0.0611 Ha
max |F| = 4.6 eV Å⁻¹
HOMO-LUMO gap (spin up / spin down) = 6.915 / 6.918 eV
ΔE to the lowest compared entry with this formula, charge and spin = 301.2 kJ/mol

Element x y z (Å)
C: 0.009 0.172 0.117
C: -1.426 0.403 0.371
C: 0.942 1.341 -0.153
C: 0.657 -1.128 -0.287
O: -0.676 0.061 1.412
Cl: -2.631 -2.229 -0.344
Br: -2.996 1.260 0.151
H: 1.620 1.298 0.746
H: 0.505 2.247 -0.226
H: 1.553 1.095 -0.963
H: -0.145 -1.938 -0.559
H: 1.089 -1.588 0.610
H: 1.500 -0.993 -0.877

---

Computed, not measured: one molecule with the formula CH4IOP in a non-equilibrium geometry, with ωB97M-V/def2-TZVPD.

Output
energy = -754.622693 a.u.
LUMO energy (spin up / spin down) = -0.0206 / -0.0218 Ha
max |F| = 4.1 eV Å⁻¹
HOMO-LUMO gap (spin up / spin down) = 6.966 / 7.452 eV
ΔE to the lowest compared entry with this formula, charge and spin = 419.4 kJ/mol

Element x y z (Å)
C: -0.502 -0.024 -1.562
O: -0.939 0.606 0.842
P: 0.235 0.001 1.480
I: 1.272 -0.803 -0.885
H: -0.309 0.890 -2.084
H: -0.854 -0.741 -2.222
H: 0.951 0.949 1.935
H: 0.145 -0.876 2.495

---

- Which formula does entry 1 have?
  C41H37BrN2O6Sn

---

- What is the formula in the fifth record?
  C4H6BrClO

---

- energy of number 6 (CH4IOP)?
  -754.622693 a.u.